[1]
# C36H40AsBIrN4OPSTe

A structure of composition C36H40AsBIrN4OPSTe (ωB97M-V/def2-TZVPD, the OMol25 dataset).

Geometry (Å):
Ir  1.57  -0.20  1.03
B  0.55  2.78  0.29
N  1.95  2.88  0.97
C  2.63  3.93  1.43
C  3.70  3.49  2.18
C  3.58  2.10  2.15
N  2.53  1.74  1.41
N  -0.46  2.44  1.40
C  -1.52  3.16  1.82
C  -2.07  2.51  2.90
C  -1.27  1.39  3.08
N  -0.30  1.35  2.17
H  0.27  3.84  -0.21
H  0.60  1.87  -0.50
H  2.29  4.93  1.19
H  4.44  4.07  2.69
H  4.18  1.33  2.62
H  -1.79  4.07  1.31
H  -2.93  2.82  3.48
H  -1.35  0.61  3.82
C  -1.75  -1.02  0.45
C  -2.84  -1.82  -0.26
As  -3.80  -0.87  -1.71
C  -4.21  0.83  -0.85
C  -4.28  2.00  -1.60
C  -4.75  3.18  -1.03
C  -5.19  3.19  0.29
C  -5.14  2.02  1.04
C  -4.65  0.86  0.47
C  -2.15  -0.48  -2.69
C  -1.32  0.61  -2.47
C  -0.12  0.74  -3.16
C  0.26  -0.24  -4.07
C  -0.55  -1.34  -4.29
C  -1.76  -1.45  -3.61
P  -0.13  -1.84  0.80
C  0.09  -3.14  -0.47
C  1.15  -2.97  -1.36
C  1.35  -3.88  -2.39
C  0.51  -4.97  -2.54
C  -0.56  -5.14  -1.67
C  -0.77  -4.23  -0.65
C  -0.38  -2.68  2.40
C  -0.71  -4.01  2.62
C  -0.91  -4.49  3.91
C  -0.77  -3.65  5.00
C  -0.42  -2.32  4.80
C  -0.21  -1.85  3.52
H  -2.10  -0.67  1.43
H  -1.48  -0.12  -0.09
H  -3.58  -2.24  0.44
H  -2.43  -2.66  -0.81
H  -3.97  2.01  -2.63
H  -4.79  4.08  -1.62
H  -5.56  4.10  0.73
H  -5.47  2.02  2.07
H  -4.63  -0.05  1.07
H  -1.59  1.37  -1.75
H  0.52  1.59  -2.97
H  1.20  -0.15  -4.61
H  -0.26  -2.11  -4.99
H  -2.39  -2.31  -3.80
H  1.80  -2.13  -1.26
H  2.18  -3.73  -3.08
H  0.67  -5.68  -3.34
H  -1.23  -5.98  -1.79
H  -1.64  -4.35  -0.02
H  -0.79  -4.71  1.80
H  -1.15  -5.54  4.05
H  -0.93  -4.03  6.00
H  -0.28  -1.66  5.65
H  0.11  -0.83  3.38
Te  3.34  -1.64  2.07
O  2.28  -0.01  -1.24
S  3.50  0.35  -2.05
C  4.92  0.53  -0.93
C  5.65  1.78  -1.40
C  4.55  2.83  -1.60
C  3.40  2.15  -2.35
H  5.51  -0.38  -0.94
H  4.49  0.67  0.06
H  6.18  1.59  -2.33
H  6.39  2.10  -0.66
H  4.92  3.70  -2.16
H  4.20  3.19  -0.63
H  3.44  2.31  -3.43
H  2.41  2.42  -1.98

Calculated values
- 2S+1 = 5
- E_LUMO (spin up / spin down) (eV) = 0.32 / -0.97
- ⟨S²⟩ = 6.0226

Table of Löwdin atomic charges, one value per atom, all in e: number 1, Ir, carries 0.58; number 2, B, carries -0.48; number 3, N, carries -0.07; number 4, C, carries -0.09; number 5, C, carries -0.06; number 6, C, carries -0.18; number 7, N, carries -0.13; number 8, N, carries -0.09; number 9, C, carries -0.09; number 10, C, carries -0.07; number 11, C, carries -0.17; number 12, N, carries -0.01; number 13, H, carries 0.08; number 14, H, carries 0.03; number 15, H, carries 0.12; number 16, H, carries 0.09; number 17, H, carries 0.07; number 18, H, carries 0.12; number 19, H, carries 0.09; number 20, H, carries 0.09; number 21, C, carries -0.37; number 22, C, carries -0.42; number 23, As, carries 1.30; number 24, C, carries -0.42; number 25, C, carries -0.13; number 26, C, carries -0.09; number 27, C, carries -0.10; number 28, C, carries -0.10; number 29, C, carries -0.12; number 30, C, carries -0.41; number 31, C, carries -0.11; number 32, C, carries -0.09; number 33, C, carries -0.09; number 34, C, carries -0.09; number 35, C, carries -0.14; number 36, P, carries 0.88; number 37, C, carries -0.33; number 38, C, carries -0.10; number 39, C, carries -0.08; number 40, C, carries -0.08; number 41, C, carries -0.08; number 42, C, carries -0.13; number 43, C, carries -0.36; number 44, C, carries -0.08; number 45, C, carries -0.08; number 46, C, carries -0.08; number 47, C, carries -0.07; number 48, C, carries -0.16; number 49, H, carries 0.07; number 50, H, carries 0.04; number 51, H, carries 0.07; number 52, H, carries 0.01; number 53, H, carries 0.10; number 54, H, carries 0.10; number 55, H, carries 0.10; number 56, H, carries 0.10; number 57, H, carries 0.10; number 58, H, carries 0.09; number 59, H, carries 0.09; number 60, H, carries 0.10; number 61, H, carries 0.10; number 62, H, carries 0.09; number 63, H, carries 0.05; number 64, H, carries 0.11; number 65, H, carries 0.10; number 66, H, carries 0.11; number 67, H, carries 0.09; number 68, H, carries 0.08; number 69, H, carries 0.10; number 70, H, carries 0.10; number 71, H, carries 0.11; number 72, H, carries 0.04; number 73, Te, carries 0.31; number 74, O, carries -0.70; number 75, S, carries 0.96; number 76, C, carries -0.33; number 77, C, carries -0.23; number 78, C, carries -0.21; number 79, C, carries -0.28; number 80, H, carries 0.09; number 81, H, carries 0.03; number 82, H, carries 0.11; number 83, H, carries 0.12; number 84, H, carries 0.11; number 85, H, carries 0.09; number 86, H, carries 0.09; number 87, H, carries 0.07

***

[2]
# C3H7IN3

A cluster of 2 separate species, C3H7IN3 in total (ωB97M-V/def2-TZVPD, the OMol25 dataset).

Geometry (Å):
C  1.10  -0.52  2.46
C  0.19  -0.38  -0.15
C  -1.54  0.90  -1.37
N  2.25  -0.79  2.70
N  0.90  -0.80  -1.23
N  -0.89  0.40  -0.17
I  -0.57  -0.21  3.48
H  -2.39  1.41  -1.12
H  -2.05  0.08  -1.89
H  -1.02  1.67  -2.05
H  3.09  -0.76  2.13
H  1.79  -1.21  -1.17
H  0.75  -0.27  -2.15
H  -1.60  0.46  0.53

Calculated values
- 2S+1 = 3
- energy relative to the best compared isomer or geometry (same formula, charge and spin) (eV) = 1.560
- E_LUMO (spin up / spin down) (eV) = -3.99 / -6.91
- ⟨S²⟩ = 2.0116
- total charge = +1

Table of Löwdin atomic charges, one value per atom, all in e: number 1, C, carries -0.89; number 2, C, carries 0.00; number 3, C, carries -0.06; number 4, N, carries 0.05; number 5, N, carries 0.18; number 6, N, carries 0.01; number 7, I, carries 0.92; number 8, H, carries 0.06; number 9, H, carries 0.11; number 10, H, carries 0.14; number 11, H, carries 0.08; number 12, H, carries 0.11; number 13, H, carries 0.17; number 14, H, carries 0.10

***

[3]
# C3H12N4O

A cluster of 2 separate species, C3H12N4O in total (ωB97M-V/def2-TZVPD, the OMol25 dataset).

Geometry (Å):
C  -0.96  -0.62  -0.20
C  -2.05  -1.26  -1.05
C  -0.44  -1.55  0.89
O  -1.46  0.58  0.34
H  -0.72  1.00  0.88
H  -0.11  -0.37  -0.87
H  -0.09  -2.49  0.45
H  -2.88  -1.57  -0.42
H  -2.43  -0.54  -1.77
H  -1.66  -2.13  -1.57
H  -1.22  -1.77  1.61
H  0.41  -1.09  1.40
N  1.01  1.93  -0.22
N  1.54  2.33  1.02
N  1.50  0.89  -0.93
N  2.45  0.27  -0.37
H  0.20  2.42  -0.58
H  2.23  3.07  0.87
H  2.04  1.51  1.37
H  2.65  -0.60  -0.87

Calculated values
- SMILES = [H]/N=N/NN.CC(C)O
- energy relative to the best compared isomer or geometry (same formula, charge and spin) (eV) = 3.598
- E_LUMO (eV) = 0.97

Table of Löwdin atomic charges, one value per atom, all in e: number 1, C, carries -0.54; number 2, C, carries -0.05; number 3, C, carries -0.06; number 4, O, carries -0.08; number 5, H, carries 0.09; number 6, H, carries 0.09; number 7, H, carries 0.08; number 8, H, carries 0.08; number 9, H, carries 0.08; number 10, H, carries 0.08; number 11, H, carries 0.08; number 12, H, carries 0.06; number 13, N, carries -0.16; number 14, N, carries 0.03; number 15, N, carries -0.11; number 16, N, carries 0.02; number 17, H, carries 0.14; number 18, H, carries 0.08; number 19, H, carries 0.06; number 20, H, carries 0.05

***

[4]
# C6H43NO14

A cluster of 15 separate species, C6H43NO14 in total (ωB97M-V/def2-TZVPD, the OMol25 dataset).

Geometry (Å):
C  0.51  -0.13  -3.06
C  -0.83  -0.44  -3.73
C  0.32  0.39  -1.61
N  -0.13  -0.71  -0.74
C  -0.29  -0.27  0.68
C  -0.40  -1.49  1.60
C  0.94  -2.14  1.87
H  1.18  -1.06  -3.00
H  1.07  0.60  -3.64
H  -0.64  -0.70  -4.76
H  -1.36  -1.29  -3.26
H  -1.57  0.37  -3.77
H  -0.42  1.19  -1.65
H  1.33  0.80  -1.30
H  0.56  -1.47  -0.77
H  -1.18  0.36  0.73
H  0.56  0.39  1.01
H  -0.83  -1.18  2.58
H  -1.14  -2.22  1.17
H  1.68  -1.45  2.26
H  1.44  -2.53  0.93
H  0.83  -2.97  2.55
H  0.55  3.80  1.16
H  -0.21  3.05  0.05
O  0.27  2.94  0.95
H  -3.21  1.33  -0.50
H  -2.28  0.53  -1.47
O  -2.77  1.38  -1.40
H  -3.24  -1.95  0.36
H  -3.41  -2.18  1.86
O  -3.77  -1.67  1.15
H  1.47  0.66  3.81
H  2.86  -0.15  3.80
O  2.45  0.72  3.52
H  2.77  -2.64  -1.96
H  2.79  -1.45  -1.03
O  2.41  -2.30  -1.16
H  4.49  -0.09  -0.54
H  3.15  0.67  -0.08
O  3.57  0.07  -0.80
H  3.27  1.02  -2.23
H  3.72  2.28  -2.88
O  3.08  1.60  -2.98
H  -1.79  2.78  -1.31
H  -0.63  3.47  -2.04
O  -1.10  3.46  -1.23
H  -2.91  1.25  1.68
H  -3.75  0.07  1.16
O  -3.61  1.01  1.12
H  0.68  -3.65  -1.21
H  -0.86  -3.74  -1.15
O  -0.08  -4.29  -1.31
H  -0.93  2.27  2.00
H  -2.04  2.71  2.96
O  -1.59  1.93  2.59
H  -0.29  0.85  5.16
H  -0.66  0.93  3.60
O  -0.11  0.45  4.31
H  -1.70  -1.66  -1.07
H  -2.91  -2.25  -1.85
O  -2.37  -2.36  -1.04
H  2.62  1.36  1.97
H  1.74  2.04  0.86
O  2.66  1.70  1.06

Calculated values
- energy relative to the best compared isomer or geometry (same formula, charge and spin) (eV) = 0.135
- E_LUMO (eV) = 0.03

Table of Löwdin atomic charges, one value per atom, all in e: number 1, C, carries -0.21; number 2, C, carries -0.10; number 3, C, carries -0.22; number 4, N, carries -0.05; number 5, C, carries -0.20; number 6, C, carries -0.23; number 7, C, carries -0.09; number 8, H, carries 0.12; number 9, H, carries 0.08; number 10, H, carries 0.06; number 11, H, carries 0.06; number 12, H, carries 0.07; number 13, H, carries 0.08; number 14, H, carries 0.10; number 15, H, carries 0.07; number 16, H, carries 0.08; number 17, H, carries 0.10; number 18, H, carries 0.10; number 19, H, carries 0.10; number 20, H, carries 0.05; number 21, H, carries 0.07; number 22, H, carries 0.07; number 23, H, carries 0.06; number 24, H, carries 0.06; number 25, O, carries -0.07; number 26, H, carries 0.03; number 27, H, carries 0.03; number 28, O, carries -0.08; number 29, H, carries 0.01; number 30, H, carries 0.04; number 31, O, carries -0.06; number 32, H, carries 0.02; number 33, H, carries 0.09; number 34, O, carries -0.11; number 35, H, carries 0.05; number 36, H, carries -0.03; number 37, O, carries -0.05; number 38, H, carries 0.08; number 39, H, carries 0.04; number 40, O, carries -0.10; number 41, H, carries -0.02; number 42, H, carries 0.02; number 43, O, carries -0.05; number 44, H, carries 0.01; number 45, H, carries 0.05; number 46, O, carries -0.03; number 47, H, carries -0.04; number 48, H, carries -0.01; number 49, O, carries -0.04; number 50, H, carries 0.02; number 51, H, carries -0.01; number 52, O, carries -0.09; number 53, H, carries 0.00; number 54, H, carries 0.11; number 55, O, carries -0.05; number 56, H, carries 0.06; number 57, H, carries 0.04; number 58, O, carries -0.08; number 59, H, carries -0.01; number 60, H, carries 0.09; number 61, O, carries -0.07; number 62, H, carries 0.00; number 63, H, carries 0.02; number 64, O, carries -0.09

***

[5]
# C10H17NO3

The molecule C10H17NO3 (ωB97M-V/def2-TZVPD, the OMol25 dataset).

Geometry (Å):
C  -0.29  -0.56  0.47
C  -0.27  0.04  -1.54
C  0.39  0.41  1.31
C  0.71  1.10  -1.84
C  0.80  1.70  0.61
C  1.62  1.45  -0.66
C  2.45  2.68  -1.02
C  -2.46  -1.38  1.08
C  -0.40  -2.38  2.15
C  -0.98  -1.80  0.85
N  -1.14  -0.50  -2.39
O  -1.96  -1.36  -2.04
O  -1.09  -0.05  -3.55
O  -0.90  -2.81  -0.11
H  -0.25  0.64  2.17
H  1.28  -0.09  1.72
H  1.32  0.77  -2.69
H  0.18  2.00  -2.17
H  -0.09  2.28  0.35
H  1.39  2.29  1.31
H  2.30  0.61  -0.48
H  1.80  3.55  -1.16
H  3.00  2.52  -1.94
H  3.16  2.91  -0.23
H  -2.87  -0.98  0.15
H  -2.55  -0.65  1.87
H  -3.01  -2.27  1.34
H  -0.93  -3.31  2.36
H  -0.52  -1.70  2.99
H  0.65  -2.62  2.01
H  -1.36  -2.48  -0.92

Calculated values
- energy relative to the best compared isomer or geometry (same formula, charge and spin) (eV) = 8.884
- E_LUMO (spin up / spin down) (eV) = -0.32 / -1.94

Table of Löwdin atomic charges, one value per atom, all in e: number 1, C, carries 0.12; number 2, C, carries 0.08; number 3, C, carries -0.20; number 4, C, carries -0.15; number 5, C, carries -0.17; number 6, C, carries -0.38; number 7, C, carries -0.07; number 8, C, carries 0.00; number 9, C, carries -0.01; number 10, C, carries -0.65; number 11, N, carries -0.39; number 12, O, carries 0.00; number 13, O, carries 0.06; number 14, O, carries -0.02; number 15, H, carries 0.13; number 16, H, carries 0.14; number 17, H, carries 0.14; number 18, H, carries 0.14; number 19, H, carries 0.13; number 20, H, carries 0.12; number 21, H, carries 0.15; number 22, H, carries 0.08; number 23, H, carries 0.08; number 24, H, carries 0.08; number 25, H, carries 0.07; number 26, H, carries 0.08; number 27, H, carries 0.09; number 28, H, carries 0.09; number 29, H, carries 0.08; number 30, H, carries 0.09; number 31, H, carries 0.06

***

[6]
# C5H7NO

The molecule C5H7NO (ωB97M-V/def2-TZVPD, the OMol25 dataset).

Geometry (Å):
O  0.35  -1.29  2.95
C  -0.40  -1.03  2.02
N  0.22  -1.07  0.56
C  0.40  0.25  0.61
C  0.32  1.19  -0.57
C  -0.53  0.79  -1.69
C  -1.16  0.50  -2.68
H  -1.42  -1.42  1.86
H  -0.43  -1.37  -0.18
H  1.08  0.58  1.39
H  -0.73  0.24  1.89
H  0.07  2.20  -0.23
H  1.36  1.24  -0.92
H  -1.71  0.25  -3.56

Calculated values
- energy relative to the best compared isomer or geometry (same formula, charge and spin) (eV) = 5.708
- E_LUMO (eV) = 0.17

Table of Löwdin atomic charges, one value per atom, all in e: number 1, O, carries -0.03; number 2, C, carries -0.49; number 3, N, carries 0.04; number 4, C, carries -0.19; number 5, C, carries -0.16; number 6, C, carries -0.14; number 7, C, carries 0.12; number 8, H, carries 0.14; number 9, H, carries 0.12; number 10, H, carries 0.13; number 11, H, carries 0.16; number 12, H, carries 0.13; number 13, H, carries 0.14; number 14, H, carries 0.03

***

| no. | maximum force (Eh/bohr) |
| --- | --- |
| 1 | 0.011 |
| 2 | 0.071 |
| 3 | 0.039 |
| 4 | 0.052 |
| 5 | 0.143 |
| 6 | 0.010 |